1.
A 2-piece molecular cluster, C2H6NO3 overall, computed with wB97M-V/def2-TZVPD.

CARTESIAN COORDINATES (ANGSTROEM)
O 2.456301 1.240464 -0.389822
O -2.701197 -1.964444 1.513761
O -1.304351 0.256695 0.565740
N 0.493663 -0.061489 -0.800548
C 1.816147 0.608985 -1.328532
C -0.143454 0.518874 0.218697
H 1.473661 1.257573 -2.167507
H 0.477017 1.232822 0.768812
H -2.484589 -1.104941 1.107303
H 2.330321 -0.272420 -1.782145
H -0.184569 -0.473935 -1.432500
H -1.838265 -2.265045 1.821485

Cartesian forces (eV/Å) of the 6 atoms listed first:
0.020 -0.047 0.018
-0.027 -0.082 0.084
-0.320 0.157 0.034
-0.508 0.768 0.122
0.145 -0.108 0.243
0.305 -0.349 0.122

Values from the calculation:
Charge = -1
Multiplicity = 1
Relative energy (zero: lowest compared OMol25 entry of this formula, charge and spin) = 1.601 eV
Highest occupied orbital energy = -0.12245 Eh

***

2.
A 2-piece molecular cluster, C2H3BCl2O2 overall, computed with wB97M-V/def2-TZVPD.

CARTESIAN COORDINATES (ANGSTROEM)
Cl -3.029165 -1.755118 0.243504
Cl -2.163568 2.543417 -0.417412
O 2.272786 0.286357 0.880343
O 1.185846 -0.975725 -0.727014
C -2.589599 -0.217064 -0.147978
C -2.458770 0.982153 -0.040313
B 1.209065 0.073397 0.037408
H 2.105642 -1.361281 -0.734720
H 3.148933 -0.345054 0.740109
H 0.318834 0.768918 0.166071

Cartesian forces (eV/Å) of the 6 atoms listed first:
0.187 -0.054 -0.277
0.056 0.369 0.190
3.718 -1.584 -0.240
1.332 -2.842 -2.442
-0.403 0.607 1.058
0.110 -0.926 -0.978

Values from the calculation:
Multiplicity = 1
Relative energy (zero: lowest compared OMol25 entry of this formula, charge and spin) = 2.786 eV
Highest occupied orbital energy = -0.35311 Eh

***

3.
C16H14BF5N6PtS as an isolated structure, computed with wB97M-V/def2-TZVPD.

CARTESIAN COORDINATES (ANGSTROEM)
Pt -0.027630 0.160216 -0.135228
S 0.977347 1.125473 1.632920
F -2.079090 1.467115 5.670694
F 0.750355 -2.392839 5.452796
F -1.039673 2.352898 3.281425
F 1.800295 -1.480240 3.066320
F -1.181251 -0.909659 6.732465
N 1.945344 0.009023 -2.440392
N -0.803878 -1.008617 -1.637498
N -0.017108 1.462298 -2.848064
N 1.838249 0.131958 -1.080615
N -0.430622 1.609311 -1.554749
N -0.232599 -0.965204 -2.884449
C -1.986925 -1.487994 2.143098
C 0.348043 -1.212698 4.933268
C 0.395900 0.457600 3.177805
C 3.995914 0.041289 -1.629830
C -0.992192 2.837223 -1.404869
C -0.801507 -1.880696 -3.670901
C -0.958239 3.444223 -2.658508
C -0.591080 1.204333 3.847567
C -0.654822 -0.462535 5.571029
C 0.873050 -0.746918 3.737656
C -0.347451 2.564193 -3.535445
C 3.242012 -0.074239 -2.785752
C -1.762885 -1.976923 -1.638865
C -1.767073 -2.549838 -2.918567
C 3.090299 0.207917 -0.572677
C -1.120298 0.755094 5.042652
B 0.711624 0.172163 -3.344669
H -2.426385 -2.166011 -0.809091
H -2.228481 -1.032005 3.105986
H -0.467058 -1.978007 -4.676322
H -1.356069 3.169517 -0.436789
H -1.335305 4.414716 -2.907537
H 0.958536 0.180737 -4.521748
H 5.056281 0.005028 -1.541834
H -2.366166 -3.337020 -3.272839
H 3.514912 -0.220168 -3.817599
H -2.824961 -2.099337 1.802173
H -0.097879 2.580301 -4.579292
H -1.800388 -0.680681 1.406083
H 3.285811 0.411610 0.463814
H -1.086958 -2.102622 2.236386

Cartesian forces (eV/Å) of the 6 atoms listed first:
1.054 -1.387 0.911
0.782 0.457 0.285
2.238 -1.683 -1.435
-0.833 2.763 -1.234
0.720 -2.436 1.421
-2.086 1.547 1.582

Values from the calculation:
Charge = +4
Multiplicity = 5
Highest occupied orbital energy (spin up / spin down) = -0.79775 / -0.79417 Eh

***

4.
One molecule with the formula CH3NO3, computed with wB97M-V/def2-TZVPD.

CARTESIAN COORDINATES (ANGSTROEM)
O 1.894425 0.917645 0.169330
O 1.238846 -1.136599 -0.056354
O -1.247924 -0.663960 -0.489732
N 1.058101 0.039485 0.028811
C -0.482325 0.418733 -0.141636
H -1.158468 -1.528693 0.100760
H -0.760115 0.615539 1.126159
H -0.542542 1.337847 -0.737336

Cartesian forces (eV/Å) of the 6 atoms listed first:
-0.875 -0.593 0.080
0.881 -1.090 0.373
0.212 -1.720 0.131
-1.095 1.271 -1.170
-0.171 -0.620 5.908
0.289 3.207 -1.578

Values from the calculation:
Multiplicity = 1
Relative energy (zero: lowest compared OMol25 entry of this formula, charge and spin) = 2.863 eV
Highest occupied orbital energy = -0.39901 Eh

***

5.
A 3-piece molecular cluster, C14H28N2O10P2 overall, computed with wB97M-V/def2-TZVPD.

CARTESIAN COORDINATES (ANGSTROEM)
P -2.607707 4.955449 5.249364
P 0.442091 1.588770 -0.287068
O 1.281268 -2.412871 -4.142591
O -3.868577 3.816493 5.049410
O 0.648015 1.782528 -1.900879
O 1.922494 -3.954597 -2.521604
O -2.387539 5.122041 3.753446
O -3.713381 6.039627 5.785572
O 0.901040 3.221449 -0.058872
O -1.326442 6.045528 5.590430
O -1.010040 1.838594 0.094096
O 0.134069 -0.086883 -0.487019
N -0.099843 -4.314543 -4.114736
N 0.278679 -5.427149 -4.880417
C 3.918812 -7.783482 -3.060988
C -1.683345 -5.377614 -2.145195
C -3.930494 7.227093 5.039205
C -0.473465 1.642752 -2.759493
C 1.117724 -0.866934 -1.164848
C 3.590670 -5.314300 -3.833517
C -0.974038 -4.779532 -3.025854
C 1.058928 -3.557889 -3.597018
C 4.640163 -6.345001 -3.116123
C 0.376014 3.895941 1.074769
C 3.122184 -8.762998 -2.836005
C -1.222924 6.554111 6.918306
C -3.696951 2.820657 4.051909
C 3.316593 -3.989652 -2.920986
H 0.724106 -1.183883 -2.130126
H 3.660652 -3.097618 -3.540747
H -1.339392 1.203442 -2.261876
H -4.912603 7.176737 4.567214
H -3.915851 8.071709 5.732774
H 1.329752 -1.758021 -0.570331
H -4.399318 2.008649 4.253822
H -0.192872 6.439778 7.261724
H -2.681663 2.422241 4.067131
H 5.528376 -6.417247 -3.825906
H -0.741224 2.622260 -3.158223
H -3.168754 7.396885 4.276725
H 2.592029 -5.876228 -3.844609
H -0.442693 -5.640544 -5.581871
H -2.537225 -5.963402 -1.659834
H -0.187124 0.990891 -3.588743
H 0.986016 4.782958 1.260573
H 3.924173 -5.039289 -4.889465
H -0.645989 4.222443 0.876106
H 0.324866 -6.238016 -4.226252
H 2.240865 -9.485347 -2.920770
H 2.045709 -0.310791 -1.314159
H 0.405146 3.255505 1.957252
H -1.469793 7.616469 6.906611
H -1.887832 6.033854 7.610860
H -3.927561 3.233816 3.068585
H 4.026613 -4.045137 -2.014691
H 4.907613 -5.999680 -2.065075

Cartesian forces (eV/Å) of the 6 atoms listed first:
-3.043 5.162 -7.366
-8.354 2.408 -3.855
-1.055 -5.723 2.480
1.467 -0.274 2.778
1.579 0.194 0.861
-1.489 -0.210 -2.127

Values from the calculation:
Multiplicity = 1
Relative energy (zero: lowest compared OMol25 entry of this formula, charge and spin) = 3.308 eV
Highest occupied orbital energy = -0.34216 Eh

***

It is found that the maximum force values, taken in the order of the records, are 0.018, 0.085, 0.085, 0.116, 0.185 hartree/bohr.
It is found that the molecular weight values, taken in the order of the records, are 92.07, 140.76, 623.28, 77.04, 446.33 g mol⁻¹.